Below is a 40-piece molecular cluster, H80O40 overall in a non-equilibrium geometry, with properties calculated with ωB97M-V with the def2-TZVPD basis set.

HOMO-LUMO gap ... 10.3 eV
Total energy ... -3057.15708 hartree
F_max ... 16.04 eV/Å
Total charge ... 0
Spin multiplicity ... 1

Each atom is followed by the atoms it is bonded to, with distances in Å.
Geometry (Å):
1 H 5.175 -0.862 -4.352  O3 0.946
2 H 4.149 -1.809 -3.446  O3 0.903
3 O 4.363 -1.065 -3.910  H1 0.946, H2 0.903
4 H -1.874 5.038 -1.401  O6 1.013
5 H -3.367 5.141 -1.949  O6 0.974
6 O -2.848 5.088 -1.126  H4 1.013, H5 0.974
7 H -4.943 0.797 -2.839  O9 0.934
8 H -4.687 -0.166 -4.179  O9 0.996
9 O -4.375 0.234 -3.322  H7 0.934, H8 0.996
10 H 3.256 2.977 -2.984  O12 0.925
11 H 2.119 2.220 -2.313  O12 1.006
12 O 3.106 2.411 -2.267  H10 0.925, H11 1.006
13 H -5.822 -1.256 1.221  O15 1.014
14 H -4.769 -2.443 1.566  O15 0.956
15 O -5.697 -2.227 1.484  H13 1.014, H14 0.956
16 H 0.623 -2.169 1.243  O17 0.951
17 O 0.285 -3.041 1.415  H16 0.951, H95 0.913
18 H -0.147 0.367 3.440  O19 1.011
19 O -0.641 -0.468 3.157  H18 1.011, H97 1.015
20 H 3.598 0.595 -1.464  O22 1.005
21 H 2.375 -0.370 -1.439  O22 1.137
22 O 3.452 -0.320 -1.077  H20 1.005, H21 1.137
23 H -4.828 3.176 0.169  O25 0.942
24 H -4.538 4.594 0.068  O25 0.937
25 O -5.138 4.007 0.487  H23 0.942, H24 0.937
26 H -3.194 2.198 -1.099  O28 0.890
27 H -1.941 1.716 -0.424  O28 0.969
28 O -2.663 1.488 -1.030  H26 0.890, H27 0.969
29 H 3.441 2.638 0.602  O31 1.048
30 H 4.671 3.197 1.429  O31 0.999
31 O 3.878 3.535 0.924  H29 1.048, H30 0.999
32 H 4.764 -4.128 1.107  O33 0.942
33 O 4.182 -3.956 0.387  H32 0.942, H98 0.913
34 H 0.381 -1.978 -5.581  O36 0.996
35 H -0.836 -2.075 -4.771  O36 0.982
36 O 0.118 -1.897 -4.624  H34 0.996, H35 0.982
37 H -0.387 3.078 4.604  O39 0.866
38 H -1.454 2.807 3.723  O39 0.996
39 O -0.827 3.527 4.008  H37 0.866, H38 0.996
40 H 2.385 -1.969 4.940  O42 0.943
41 H 1.188 -1.604 4.074  O42 0.858
42 O 2.014 -1.450 4.245  H40 0.943, H41 0.858
43 H 3.190 -0.883 2.616  O45 1.083
44 H 3.143 -1.435 1.228  O45 0.898
45 O 3.715 -1.518 1.914  H43 1.083, H44 0.898
46 H 4.507 -4.331 2.399  O48 0.961
47 H 4.294 -2.826 2.927  O48 1.102
48 O 4.672 -3.824 3.199  H46 0.961, H47 1.102
49 H -0.014 0.813 0.132  O51 0.979
50 H -0.543 1.899 1.384  O51 1.027
51 O -0.522 1.606 0.399  H49 0.979, H50 1.027
52 H -2.434 0.413 -2.699  O53 0.978
53 O -1.677 -0.019 -3.142  H52 0.978, H94 0.998
54 H -0.006 -0.086 -1.658  O56 0.807
55 H 0.243 0.700 -2.816  O56 1.007
56 O 0.462 0.544 -1.846  H54 0.807, H55 1.007
57 H -3.461 1.580 3.269  O58 0.904
58 O -2.629 1.253 3.138  H57 0.904, H96 0.994
59 H -1.022 -5.823 0.660  O61 0.897
60 H -1.578 -5.708 2.215  O61 0.973
61 O -1.658 -5.600 1.251  H59 0.897, H60 0.973
62 H -1.871 -2.404 1.393  O64 0.929
63 H -1.841 -3.454 2.548  O64 0.980
64 O -2.351 -3.092 1.793  H62 0.929, H63 0.980
65 H -5.751 1.879 -0.526  O67 0.930
66 H -4.456 1.050 -1.179  O67 1.041
67 O -5.179 1.796 -1.254  H65 0.930, H66 1.041
68 H 1.996 1.410 1.689  O70 1.000
69 H 2.709 0.777 0.619  O70 0.894
70 O 2.923 1.214 1.369  H68 1.000, H69 0.894
71 H -2.089 -2.479 -0.523  O73 1.066
72 H -1.348 -1.287 -1.367  O73 1.047
73 O -1.241 -1.833 -0.479  H71 1.066, H72 1.047
74 H 0.393 0.340 -4.822  O76 0.925
75 H 0.594 1.007 -6.078  O76 0.931
76 O 0.313 1.177 -5.208  H74 0.925, H75 0.931
77 H 0.815 -2.240 -1.064  O79 1.032
78 H 2.446 -2.219 -0.656  O79 1.042
79 O 1.489 -1.961 -0.335  H77 1.032, H78 1.042
80 H -3.367 -4.420 0.215  O82 0.958
81 H -2.875 -5.216 -1.007  O82 0.967
82 O -3.422 -4.465 -0.740  H80 0.958, H81 0.967
83 H -0.335 2.492 -1.922  O85 0.880
84 H -0.034 3.250 -0.581  O85 1.044
85 O -0.663 3.126 -1.405  H83 0.880, H84 1.044
86 H -3.851 -0.728 1.364  O88 0.975
87 H -3.170 0.119 0.285  O88 0.992
88 O -4.043 -0.005 0.740  H86 0.975, H87 0.992
89 H 0.044 -4.931 -3.047  O90 0.979
90 O -0.839 -4.735 -2.673  H89 0.979, H99 0.989
91 H 1.323 4.022 3.049  O93 1.010
92 H 2.283 3.871 2.066  O93 1.017
93 O 1.590 3.243 2.464  H91 1.010, H92 1.017
94 H -1.599 0.685 -3.844  O53 0.998
95 H -0.360 -3.143 0.778  O17 0.913
96 H -2.283 0.696 3.885  O58 0.994
97 H 0.046 -1.204 3.028  O19 1.015
98 H 4.269 -4.746 -0.062  O33 0.913
99 H -1.191 -3.923 -3.112  O90 0.989
100 O -0.015 5.837 3.155  H101 0.853, H102 0.955
101 H 0.168 5.782 2.324  O100 0.853
102 H -0.905 5.570 3.373  O100 0.955
103 O 1.822 4.287 -3.229  H104 0.943, H105 0.988
104 H 0.901 4.278 -3.022  O103 0.943
105 H 2.247 4.967 -2.652  O103 0.988
106 O 5.800 -1.799 -2.100  H107 0.793, H108 0.939
107 H 6.215 -1.747 -1.425  O106 0.793
108 H 4.994 -1.326 -2.010  O106 0.939
109 O 1.660 0.997 4.995  H110 0.896, H111 0.894
110 H 2.484 0.669 5.113  O109 0.896
111 H 1.751 1.810 5.356  O109 0.894
112 O 3.278 5.479 -1.105  H113 0.995, H114 1.024
113 H 3.104 4.802 -0.397  O112 0.995
114 H 4.090 5.062 -1.569  O112 1.024
115 O -3.230 -2.823 -2.495  H116 0.947, H117 1.106
116 H -3.843 -2.146 -2.749  O115 0.947
117 H -3.428 -3.002 -1.422  O115 1.106
118 O -0.152 -4.411 3.624  H119 0.906, H120 1.002
119 H 0.060 -4.090 4.444  O118 0.906
120 H 0.690 -4.202 3.122  O118 1.002

Below is a 40-piece molecular cluster, H80O40 overall in a non-equilibrium geometry, with properties calculated with ωB97M-V with the def2-TZVPD basis set.

HOMO-LUMO gap ... 8.5 eV
Total energy ... -3057.46327 hartree
F_max ... 2.36 eV/Å
Total charge ... 0
Spin multiplicity ... 1

Each atom is followed by the atoms it is bonded to, with distances in Å.
Geometry (Å):
1 H -0.334 -1.524 1.266  O3 0.947
2 H 0.250 -0.048 1.507  O3 0.954
3 O -0.212 -0.802 1.866  H1 0.947, H2 0.954
4 H -4.967 -4.335 2.567  O6 0.953
5 H -3.613 -4.330 1.618  O6 0.964
6 O -4.293 -3.848 2.102  H4 0.953, H5 0.964
7 H 3.904 0.735 -3.226  O9 0.951
8 H 4.813 1.942 -2.725  O9 0.962
9 O 4.307 1.566 -3.451  H7 0.951, H8 0.962
10 H 0.380 -4.127 -5.298  O12 0.952
11 H -0.704 -3.844 -4.001  O12 0.965
12 O -0.194 -4.410 -4.593  H10 0.952, H11 0.965
13 H -2.695 3.466 2.665  O15 0.967
14 H -2.966 3.378 4.085  O15 0.966
15 O -2.217 3.550 3.501  H13 0.967, H14 0.966
16 H 2.651 -2.802 2.932  O17 0.960
17 O 1.725 -2.561 3.010  H16 0.960, H95 0.972
18 H -1.278 1.655 -4.863  O19 0.964
19 O -1.712 2.253 -4.244  H18 0.964, H97 0.959
20 H -1.965 -5.126 -2.870  O22 0.961
21 H -2.377 -3.670 -2.305  O22 0.956
22 O -1.673 -4.282 -2.514  H20 0.961, H21 0.956
23 H -4.259 3.955 0.122  O25 0.969
24 H -3.923 4.752 1.296  O25 0.960
25 O -3.919 4.836 0.340  H23 0.969, H24 0.960
26 H -1.173 -2.522 0.143  O28 0.958
27 H -2.586 -2.233 -0.589  O28 0.963
28 O -2.121 -2.418 0.234  H26 0.958, H27 0.963
29 H -2.098 -2.032 -5.305  O31 0.946
30 H -2.850 -1.059 -4.309  O31 0.956
31 O -2.503 -1.186 -5.192  H29 0.946, H30 0.956
32 H 1.915 -3.906 -1.380  O33 0.952
33 O 2.339 -3.435 -2.092  H32 0.952, H98 0.957
34 H 1.712 -0.807 6.396  O36 0.967
35 H 2.416 -1.154 5.213  O36 0.959
36 O 2.537 -0.559 5.956  H34 0.967, H35 0.959
37 H 1.908 6.324 -1.587  O39 0.993
38 H 0.557 6.065 -1.987  O39 0.968
39 O 0.995 6.608 -1.317  H37 0.993, H38 0.968
40 H 6.536 -0.623 1.353  O42 0.963
41 H 5.889 0.681 1.284  O42 0.955
42 O 6.746 0.308 1.479  H40 0.963, H41 0.955
43 H -5.300 0.186 -3.520  O45 0.946
44 H -4.446 0.459 -4.847  O45 0.961
45 O -4.444 0.335 -3.894  H43 0.946, H44 0.961
46 H 2.007 2.122 2.620  O48 0.977
47 H 1.726 0.749 3.522  O48 0.955
48 O 2.319 1.446 3.252  H46 0.977, H47 0.955
49 H 3.105 -0.444 -1.791  O51 0.978
50 H 3.829 -1.784 -2.245  O51 0.959
51 O 3.746 -1.139 -1.540  H49 0.978, H50 0.959
52 H 0.775 3.246 1.182  O53 0.964
53 O 1.556 3.473 1.700  H52 0.964, H94 0.969
54 H 2.825 4.669 -3.023  O56 0.999
55 H 3.349 4.806 -1.551  O56 0.962
56 O 3.093 5.325 -2.318  H54 0.999, H55 0.962
57 H -0.181 -4.198 3.100  O58 0.953
58 O -0.264 -5.121 3.326  H57 0.953, H96 0.949
59 H 5.001 -2.302 3.692  O61 0.967
60 H 3.485 -1.887 3.886  O61 0.963
61 O 4.306 -1.686 3.425  H59 0.967, H60 0.963
62 H -0.662 0.654 0.050  O64 0.965
63 H -1.727 1.737 -0.252  O64 0.964
64 O -0.870 1.590 0.165  H62 0.965, H63 0.964
65 H -4.186 -0.980 4.650  O67 0.956
66 H -3.357 0.124 5.528  O67 0.954
67 O -4.191 -0.279 5.299  H65 0.956, H66 0.954
68 H -1.456 -1.489 3.433  O70 0.961
69 H -2.487 -2.190 2.464  O70 0.945
70 O -2.371 -1.546 3.146  H68 0.961, H69 0.945
71 H -5.271 1.964 1.882  O73 0.959
72 H -4.003 1.516 2.257  O73 0.962
73 O -4.410 2.359 2.036  H71 0.959, H72 0.962
74 H 5.303 2.123 1.194  O76 0.955
75 H 3.769 2.495 1.497  O76 0.959
76 O 4.467 2.423 0.843  H74 0.955, H75 0.959
77 H -5.439 -3.000 -0.203  O79 0.963
78 H -5.966 -1.816 -1.126  O79 0.960
79 O -5.595 -2.701 -1.105  H77 0.963, H78 0.960
80 H 5.947 -2.591 -0.228  O82 0.960
81 H 4.701 -2.510 0.704  O82 0.959
82 O 5.090 -2.979 -0.037  H80 0.960, H81 0.959
83 H 1.259 0.619 -2.435  O85 0.972
84 H 1.663 1.772 -1.689  O85 0.968
85 O 2.078 0.977 -2.053  H83 0.972, H84 0.968
86 H -1.559 -5.557 -0.362  O88 0.958
87 H -2.784 -6.377 0.313  O88 0.959
88 O -2.395 -5.526 0.105  H86 0.958, H87 0.959
89 H -4.541 -1.952 1.645  O90 0.971
90 O -4.422 -1.090 1.214  H89 0.971, H99 0.976
91 H 4.346 0.931 4.009  O93 0.963
92 H 5.644 0.117 3.644  O93 0.956
93 O 5.218 0.972 3.602  H91 0.963, H92 0.956
94 H 1.311 4.234 2.246  O53 0.969
95 H 1.571 -1.786 2.444  O17 0.972
96 H 0.133 -5.515 4.093  O58 0.949
97 H -2.653 2.106 -4.358  O19 0.959
98 H 2.250 -4.055 -2.815  O33 0.957
99 H -3.600 -0.849 1.680  O90 0.976
100 O -0.293 4.145 -2.345  H101 0.969, H102 0.967
101 H -0.424 3.865 -1.427  O100 0.969
102 H -1.111 3.828 -2.751  O100 0.967
103 O 2.717 3.878 -4.432  H104 0.964, H105 0.974
104 H 1.775 3.722 -4.566  O103 0.964
105 H 3.093 3.116 -3.956  O103 0.974
106 O -2.805 -1.779 -2.283  H107 0.980, H108 0.977
107 H -3.679 -1.926 -1.864  O106 0.980
108 H -2.749 -0.848 -1.991  O106 0.977
109 O -0.757 0.470 4.136  H110 0.966, H111 0.959
110 H -1.313 0.747 3.397  O109 0.966
111 H 0.068 0.907 3.914  O109 0.959
112 O -3.438 1.517 -1.349  H113 0.966, H114 0.961
113 H -2.939 1.986 -2.031  O112 0.966
114 H -4.045 0.928 -1.806  O112 0.961
115 O 1.289 1.777 -5.440  H116 0.960, H117 0.950
116 H 2.032 2.072 -5.971  O115 0.960
117 H 0.430 2.055 -5.735  O115 0.950
118 O 1.039 -1.447 -0.259  H119 0.978, H120 0.961
119 H 1.983 -1.230 -0.126  O118 0.978
120 H 1.220 -2.260 -0.740  O118 0.961